Record 1
C5H9NO | ωB97M-V/def2-TZVPD

```
16
Properties=species:S:1:pos:R:3:forces:R:3
O 1.21773 0.71550 0.15667 -0.1 0.1 -0.1
N -2.70935 -1.99489 0.55839 0.8 0.6 0.4
C -1.07297 0.03633 0.39078 0.0 0.0 0.0
C -1.70511 0.61483 -0.90007 0.0 0.0 -0.1
C 2.58745 0.38308 0.10297 0.3 0.0 0.0
C 0.40176 -0.40757 0.35803 -0.2 -0.2 0.0
C -1.93955 -1.13300 0.61293 -0.6 -0.8 0.0
H -1.67068 -0.15412 -1.67845 0.1 0.2 0.0
H 0.65386 -0.89235 1.31921 -0.1 0.1 -0.2
H 3.13937 1.30579 -0.09049 -0.1 -0.1 0.0
H -2.76371 0.80043 -0.68551 0.2 0.0 -0.1
H 0.56043 -1.15989 -0.43239 -0.1 0.1 0.0
H -1.17919 0.73450 1.23120 -0.1 -0.1 -0.2
H -1.26705 1.53606 -1.28705 0.2 -0.1 0.3
H 2.79930 -0.33314 -0.70578 -0.1 0.1 0.1
H 2.94770 -0.05156 1.04955 -0.2 0.1 -0.1
```
Forces are in eV/Å.

Computed properties:
HOMO level = -10.436 eV
LUMO energy = 0.9 eV
DFT total energy = -8867.5627 eV
ΔE to the lowest compared entry with this formula, charge and spin = 38.0 kcal per mole
Charge = 0
Max |F| = 1.09 eV/A

Results of the Löwdin charge analysis, in e, for atoms 1 through 5: -0.182 0.159 -0.310 -0.055 -0.110

---

Record 2
C5H9NO | ωB97M-V/def2-TZVPD

```
16
Properties=species:S:1:pos:R:3:forces:R:3
O -0.96276 -1.14286 -2.10856 0.0 0.2 0.6
N 0.31159 1.69479 -1.09257 0.1 0.3 0.0
C 0.56103 -1.50874 0.99692 0.0 0.0 0.0
C -1.53195 -0.12261 0.18045 -0.2 0.0 0.0
C -0.85290 -0.67613 -1.01005 0.0 -0.2 -0.3
C 0.01048 -0.37778 0.15281 0.1 0.0 -0.1
C 0.84805 0.88480 0.00069 0.1 -0.2 0.1
H -2.14312 -0.80665 0.76812 0.1 0.1 -0.1
H -0.07791 -2.39620 0.91888 0.1 0.2 0.0
H 0.61726 -1.22914 2.05680 0.0 0.0 -0.2
H 1.56499 -1.79466 0.66070 -0.2 0.1 0.0
H -0.26270 2.45684 -0.75969 0.1 0.0 0.0
H 0.88051 1.43254 0.95747 0.0 -0.1 -0.2
H -1.87859 0.91047 0.19569 0.1 -0.2 -0.1
H 1.88018 0.59865 -0.23230 -0.1 0.0 0.0
H 1.03583 2.07669 -1.68535 -0.1 0.0 0.1
```
Forces are in eV/Å.

Computed properties:
HOMO level = -8.713 eV
LUMO energy = 0.9 eV
DFT total energy = -8866.7904 eV
ΔE to the lowest compared entry with this formula, charge and spin = 55.9 kcal per mole
Charge = 0
Max |F| = 0.63 eV/A

Results of the Löwdin charge analysis, in e, for atoms 1 through 5: 0.121 0.017 -0.030 0.003 -0.358

---

Record 3
C5H9NO | ωB97M-V/def2-TZVPD

```
16
Properties=species:S:1:pos:R:3:forces:R:3
O -0.25726 0.23684 3.05594 0.1 -0.1 -0.6
N -1.47433 -0.35989 0.01369 0.1 -0.3 -0.3
C 0.18792 -0.01546 1.97535 1.0 -1.2 0.3
C 0.66273 0.41878 0.67450 0.1 1.1 -0.3
C 0.03899 0.50120 -1.78735 0.1 0.0 -0.1
C 1.02196 -0.99266 1.12047 -0.4 -1.0 0.6
C -0.44211 0.60847 -0.34768 0.0 0.1 0.1
H 0.80273 1.25290 -2.00863 0.0 -0.1 0.0
H -0.86285 1.60563 -0.17513 0.1 -0.1 0.0
H -1.16406 -1.27834 -0.31452 -0.7 0.3 0.1
H 0.47477 -0.48815 -1.96953 -0.1 0.1 0.0
H 0.67119 -1.84226 0.53551 -0.6 0.2 0.2
H 1.49209 1.10967 0.64579 0.0 0.4 -0.1
H 2.02448 -1.28799 1.43192 0.0 0.8 0.2
H -2.38334 -0.11601 -0.36530 0.2 -0.3 -0.1
H -0.79290 0.64726 -2.48503 0.1 -0.1 0.1
```
Forces are in eV/Å.

Computed properties:
HOMO level = -8.763 eV
LUMO energy = 0.9 eV
DFT total energy = -8866.5377 eV
ΔE to the lowest compared entry with this formula, charge and spin = 61.7 kcal per mole
Charge = 0
Max |F| = 1.56 eV/A

Results of the Löwdin charge analysis, in e, for atoms 1 through 5: 0.122 0.049 -0.338 -0.207 -0.062

---

Record 4
C5H9NO | ωB97M-V/def2-TZVPD

```
16
Properties=species:S:1:pos:R:3:forces:R:3
O 2.30639 -0.69815 0.36237 -0.2 -0.2 -0.5
N -0.72429 2.42150 1.00843 -0.4 -0.8 -0.5
C 1.25546 0.21777 0.58306 -0.5 0.3 0.0
C -0.24515 0.06237 -0.01697 0.1 0.0 0.0
C -0.66824 1.38082 0.50550 -0.1 1.0 0.5
C -1.18024 -1.01658 0.59186 0.1 0.0 0.1
C -0.47727 0.04444 -1.55020 0.2 0.0 0.0
H 1.07540 0.30705 1.66336 0.1 0.0 -0.1
H -2.21621 -0.82175 0.27460 0.4 0.0 0.1
H 1.57025 1.19936 0.21440 -0.1 -0.1 0.1
H -0.92799 -2.01945 0.23253 0.2 0.2 0.1
H -0.19149 -0.91731 -1.98765 0.1 0.1 0.2
H -1.17715 -1.01772 1.68593 0.2 0.0 -0.1
H 3.10951 -0.16166 0.26750 -0.4 -0.4 0.0
H 0.04268 0.84785 -2.07943 0.1 -0.1 0.2
H -1.55165 0.17145 -1.75529 0.3 0.0 0.2
```
Forces are in eV/Å.

Computed properties:
HOMO level = -10.717 eV
LUMO energy = 0.6 eV
DFT total energy = -8867.4364 eV
ΔE to the lowest compared entry with this formula, charge and spin = 41.0 kcal per mole
Charge = 0
Max |F| = 1.09 eV/A

Results of the Löwdin charge analysis, in e, for atoms 1 through 5: -0.051 0.176 -0.204 -0.458 -0.236

---

Record 5
C5H9NO | ωB97M-V/def2-TZVPD

```
16
Properties=species:S:1:pos:R:3:forces:R:3
O 1.58979 -0.87656 0.48509 0.1 0.0 0.2
N -0.97597 1.57977 2.63054 -0.1 -0.6 -0.9
C -1.08482 0.93170 1.67818 0.1 0.6 0.8
C -1.16637 0.11506 0.45933 -0.1 0.0 0.0
C -0.09759 0.50118 -0.54248 0.0 0.1 -0.2
C 1.32336 0.41533 -0.04412 0.0 0.3 -0.1
C -0.40099 0.87590 -1.78088 0.0 0.0 0.1
H -2.16617 0.21635 0.02685 0.1 0.0 0.1
H -1.03201 -0.93335 0.74949 0.0 0.2 0.0
H -0.38269 -3.19805 -0.18196 0.0 0.0 0.0
H 0.17234 -2.70223 -0.13387 -0.1 -0.1 0.0
H 0.37628 1.11275 -2.50328 -0.1 0.0 0.1
H 1.48798 1.18679 0.72112 0.0 -0.1 -0.1
H -1.42994 0.96037 -2.12172 0.1 0.0 0.1
H 1.77046 -0.79805 1.42769 0.0 0.0 -0.1
H 2.01635 0.61302 -0.86998 -0.1 0.0 0.1
```
Forces are in eV/Å.

Computed properties:
HOMO level = -10.333 eV
LUMO energy = 0.8 eV
DFT total energy = -8866.5479 eV
ΔE to the lowest compared entry with this formula, charge and spin = 61.4 kcal per mole
Charge = 0
Max |F| = 1.13 eV/A

Results of the Löwdin charge analysis, in e, for atoms 1 through 5: -0.088 0.145 -0.216 -0.146 -0.308

---

Record 6
C5H9NO | ωB97M-V/def2-TZVPD

```
16
Properties=species:S:1:pos:R:3:forces:R:3
O -1.35866 1.70775 1.87688 -0.1 -0.2 0.2
N 0.98706 -1.17723 -0.83471 0.0 0.3 0.3
C 0.32886 -0.36694 -0.02177 0.1 -0.3 -0.3
C -1.05516 0.18367 -0.14086 -0.1 0.1 -0.1
C 0.64553 -1.64764 -2.03953 -0.1 -0.1 -0.1
C -0.56627 1.33062 0.78596 0.1 0.2 -0.2
C 0.77357 0.57893 1.06269 0.1 0.0 0.1
H -0.21004 -1.21566 -2.53583 0.0 -0.2 0.2
H -1.81530 -0.45857 0.33756 0.1 0.1 -0.1
H 0.82334 0.17424 2.08666 -0.1 0.0 -0.2
H 1.22606 -2.44054 -2.48247 0.0 0.2 0.1
H -0.39475 2.24286 0.20969 0.0 -0.1 0.1
H 1.88818 -1.48926 -0.48155 0.0 0.1 -0.1
H -1.43724 0.48661 -1.12469 0.1 0.0 0.1
H 1.68125 1.17529 0.89507 -0.2 -0.1 0.0
H -1.51641 0.91588 2.40691 -0.1 0.2 0.0
```
Forces are in eV/Å.

Computed properties:
HOMO level (spin up / spin down) = -6.395 / -6.395 eV
LUMO energy (spin up / spin down) = 0.9 / 0.9 eV
DFT total energy = -8865.2981 eV
ΔE to the lowest compared entry with this formula, charge and spin = 90.3 kcal per mole
Charge = 0
Max |F| = 0.42 eV/A

Results of the Löwdin charge analysis, in e, for atoms 1 through 5: -0.022 -0.048 -0.283 -0.076 -0.051

---

Record 7
C5H9NO | ωB97M-V/def2-TZVPD

```
16
Properties=species:S:1:pos:R:3:forces:R:3
O -0.85581 1.02173 1.39203 1.3 0.0 0.1
N -2.04013 -0.01754 -0.53321 -0.1 0.8 -0.4
C 0.44427 0.28466 0.03922 -0.1 0.4 0.6
C -0.93344 0.11938 0.44471 -1.1 -0.7 -1.4
C -1.76400 -1.10695 0.38504 0.3 -0.5 0.6
C 1.43649 -0.79825 0.21823 0.0 -0.2 0.5
C 0.92008 1.57379 -0.52544 -0.2 0.2 -0.1
H 0.10274 2.28997 -0.61863 0.1 -0.1 0.0
H 1.69793 2.01394 0.11215 -0.1 -0.1 -0.1
H -2.51084 -1.23667 1.16129 0.1 0.0 0.0
H -1.35599 -2.03676 0.00485 0.1 0.0 -0.1
H 1.97624 -0.66067 1.14408 0.2 0.2 0.5
H 2.19497 -0.83947 -0.55252 0.1 0.4 -0.4
H 1.39102 1.39148 -1.50075 -0.1 0.0 0.1
H -1.68486 -0.22638 -1.46456 -0.1 0.1 0.1
H 0.98133 -1.77225 0.29352 -0.4 -0.3 0.0
```
Forces are in eV/Å.

Computed properties:
HOMO level = -8.563 eV
LUMO energy = -0.4 eV
DFT total energy = -8864.7499 eV
ΔE to the lowest compared entry with this formula, charge and spin = 102.9 kcal per mole
Charge = 0
Max |F| = 1.93 eV/A

Results of the Löwdin charge analysis, in e, for atoms 1 through 5: 0.030 0.082 -0.135 -0.701 -0.106

---

Record 8
C5H9NO | ωB97M-V/def2-TZVPD

```
16
Properties=species:S:1:pos:R:3:forces:R:3
O 1.42750 0.31639 -0.55798 0.4 -0.8 -2.4
N 0.59983 -0.79826 -0.72473 -1.8 0.6 3.4
C 1.58467 0.70083 0.73957 -0.9 1.6 0.4
C 0.06802 -0.95074 -2.08804 2.6 0.7 0.4
C -2.03505 -0.29762 0.68552 -2.0 -0.6 -0.5
C -0.77266 -0.03617 0.63239 2.2 -2.0 -2.8
C 0.14973 0.75852 1.35382 1.1 1.8 0.4
H 0.29589 0.46529 2.36895 -0.5 -0.3 0.9
H -2.58335 -1.04637 0.06090 0.7 0.8 0.5
H 0.01027 -2.01197 -2.13751 -0.5 -0.8 -0.6
H -2.65744 0.29864 1.37147 0.2 -0.4 -0.1
H 0.81420 -0.60938 -2.85673 -0.6 -0.2 0.8
H 2.12666 0.11482 1.51038 0.6 -0.1 -1.3
H -0.84201 -0.45476 -2.24501 -1.4 0.6 -0.3
H -0.13739 1.80506 1.35384 -0.3 0.2 0.0
H 1.95115 1.74571 0.53318 0.2 -1.1 1.2
```
Forces are in eV/Å.

Computed properties:
HOMO level (spin up / spin down) = -7.938 / -7.939 eV
LUMO energy (spin up / spin down) = 0.8 / 0.8 eV
DFT total energy = -8863.0433 eV
ΔE to the lowest compared entry with this formula, charge and spin = 142.3 kcal per mole
Charge = 0
Max |F| = 4.08 eV/A

Results of the Löwdin charge analysis, in e, for atoms 1 through 5: -0.182 -0.052 -0.217 -0.095 0.004